{
  "formula": "C24H48Cl12O18",
  "method": "ωB97M-V with the def2-TZVPD basis set",
  "elements": ["C", "O", "C", "O", "O", "C", "H", "H", "H", "H", "H", "H", "C", "O", "C", "O", "O", "C", "H", "H", "H", "H", "H", "H", "C", "O", "C", "O", "O", "C", "H", "H", "H", "H", "H", "H", "C", "O", "C", "O", "O", "C", "H", "H", "H", "H", "H", "H", "C", "O", "C", "O", "O", "C", "H", "H", "H", "H", "H", "H", "C", "O", "C", "O", "O", "C", "H", "H", "H", "H", "H", "H", "C", "Cl", "Cl", "H", "H", "C", "Cl", "Cl", "H", "H", "C", "Cl", "Cl", "H", "H", "C", "Cl", "Cl", "H", "H", "C", "Cl", "Cl", "H", "H", "C", "Cl", "Cl", "H", "H"],
  "positions_angstrom": [[7.63, 14.21, 9.45], [6.96, 14.75, 8.36], [6.81, 16.09, 8.18], [7.01, 17.06, 9.00], [6.48, 16.31, 6.90], [6.51, 17.65, 6.42], [7.07, 14.45, 10.35], [8.63, 14.63, 9.46], [7.70, 13.13, 9.27], [6.02, 18.30, 7.15], [6.00, 17.80, 5.47], [7.54, 18.00, 6.31], [4.92, 9.98, 11.53], [5.33, 10.81, 10.48], [5.68, 10.37, 9.32], [5.91, 9.23, 9.03], [5.47, 11.37, 8.50], [5.89, 11.21, 7.15], [5.49, 9.99, 12.46], [4.72, 8.95, 11.25], [3.98, 10.42, 11.85], [5.62, 12.04, 6.50], [5.48, 10.33, 6.66], [6.97, 11.13, 7.00], [2.11, 11.36, 8.78], [0.75, 10.91, 8.80], [0.39, 9.80, 9.54], [1.12, 8.87, 9.91], [-0.94, 9.78, 9.52], [-1.73, 8.76, 10.18], [2.13, 12.42, 8.51], [2.71, 10.83, 8.04], [2.61, 11.20, 9.74], [-2.76, 9.08, 10.04], [-1.50, 8.73, 11.24], [-1.62, 7.76, 9.76], [4.43, 12.75, 13.36], [4.55, 14.19, 13.30], [5.74, 14.82, 13.17], [6.70, 14.19, 12.77], [5.65, 16.15, 13.40], [6.82, 16.96, 13.01], [4.80, 12.27, 12.45], [3.41, 12.41, 13.57], [4.89, 12.32, 14.24], [7.56, 17.08, 13.79], [6.37, 17.93, 12.78], [7.37, 16.67, 12.11], [3.14, 6.15, 10.35], [3.82, 4.87, 10.20], [3.31, 3.80, 9.66], [2.25, 3.68, 9.08], [4.32, 2.78, 9.80], [4.26, 1.59, 9.04], [2.13, 6.14, 10.76], [3.17, 6.74, 9.43], [3.78, 6.57, 11.12], [5.21, 1.11, 9.29], [4.33, 1.71, 7.96], [3.39, 0.93, 9.14], [10.75, 10.80, 3.41], [9.97, 11.60, 4.32], [8.70, 11.96, 3.89], [7.99, 11.50, 2.99], [8.30, 12.94, 4.70], [7.01, 13.54, 4.52], [11.78, 10.73, 3.75], [10.73, 11.20, 2.39], [10.41, 9.77, 3.37], [6.97, 14.24, 5.35], [6.26, 12.77, 4.72], [6.74, 14.07, 3.60], [5.93, 8.58, 3.09], [7.07, 8.26, 1.80], [6.73, 8.53, 4.71], [5.71, 9.62, 2.88], [5.16, 7.80, 3.14], [1.75, 10.65, 4.69], [3.49, 10.84, 4.48], [1.09, 9.27, 3.79], [1.45, 10.54, 5.73], [1.28, 11.55, 4.31], [2.86, 15.13, 5.26], [4.04, 15.86, 4.11], [3.80, 14.19, 6.57], [2.34, 15.98, 5.69], [2.23, 14.41, 4.74], [11.00, 11.35, 8.28], [12.14, 10.41, 7.31], [9.39, 10.58, 8.27], [11.29, 11.43, 9.33], [10.92, 12.32, 7.80], [9.15, 11.76, 12.30], [10.92, 11.36, 12.49], [8.07, 10.77, 13.30], [9.06, 12.77, 12.70], [8.98, 11.71, 11.23], [8.04, 6.85, 8.90], [9.05, 6.20, 10.16], [7.94, 5.81, 7.47], [7.01, 7.00, 9.23], [8.50, 7.82, 8.73]],
  "gap_ev": [1.848, 9.403],
  "charge": -1,
  "spin_multiplicity": 2,
  "e_tot_ev": -212787.760,
  "lumo_energy_ha": [0.0665, 0.0661],
  "max_force_ev_per_a": 4.93,
  "s2": 0.75
}

=====

{
  "formula": "C24H48ClO12PSSb",
  "method": "ωB97M-V with the def2-TZVPD basis set",
  "elements": ["C", "C", "O", "P", "O", "C", "C", "C", "Sb", "C", "Cl", "C", "C", "C", "O", "C", "S", "O", "O", "O", "C", "C", "H", "H", "H", "H", "H", "H", "H", "H", "H", "H", "H", "H", "H", "H", "H", "H", "H", "H", "H", "H", "H", "H", "H", "H", "H", "H", "H", "H", "H", "H", "O", "C", "O", "C", "C", "C", "H", "H", "H", "H", "H", "H", "O", "C", "O", "C", "C", "C", "H", "H", "H", "H", "H", "H", "O", "C", "O", "C", "C", "C", "H", "H", "H", "H", "H", "H"],
  "positions_angstrom": [[7.11, -2.40, -0.85], [7.38, -0.83, -1.36], [6.47, -0.39, -2.43], [4.79, -0.30, -1.85], [4.89, -0.13, -0.29], [3.94, -1.88, -2.47], [2.48, -2.23, -1.82], [2.31, -2.00, -0.23], [0.47, -2.65, 0.76], [-0.38, -3.70, -0.98], [-0.63, -0.56, 0.01], [1.16, -1.70, 2.64], [2.72, -1.22, 2.68], [3.16, -0.70, 4.21], [2.44, 0.58, 4.40], [1.55, -4.53, 1.38], [0.41, -5.88, 1.98], [-1.08, -5.71, 1.62], [0.87, -7.23, 1.30], [4.18, 1.20, -2.50], [2.75, 1.38, -2.27], [2.34, 1.95, -0.79], [6.82, -3.11, -1.74], [6.34, -2.39, 0.04], [8.15, -2.78, -0.40], [8.47, -0.87, -1.85], [7.49, -0.07, -0.46], [3.88, -1.82, -3.66], [4.67, -2.78, -2.24], [2.30, -3.40, -2.02], [1.64, -1.69, -2.46], [2.39, -0.82, -0.06], [3.22, -2.57, 0.30], [-0.98, -3.10, 1.63], [-1.51, -3.33, -1.08], [-0.48, -4.88, -0.78], [0.10, -3.54, -2.02], [0.49, -0.74, 2.82], [1.02, -2.49, 3.52], [2.93, -0.28, 1.98], [3.50, -2.06, 2.42], [2.87, -1.50, 5.01], [4.31, -0.43, 4.18], [3.01, 1.34, 4.01], [2.26, -4.20, 2.25], [2.21, -4.95, 0.47], [0.62, -6.02, 3.37], [2.08, 0.44, -2.48], [2.39, 2.21, -3.05], [2.65, 3.08, -0.67], [1.14, 1.95, -0.75], [2.72, 1.33, 0.12], [-2.75, 2.09, -1.03], [-3.76, 1.43, -1.20], [-3.78, 0.13, -1.62], [-5.13, -0.29, -1.82], [-5.96, 0.65, -0.98], [-5.17, 1.93, -1.04], [-5.36, -0.21, -2.89], [-5.24, -1.33, -1.50], [-6.98, 0.75, -1.35], [-6.00, 0.29, 0.05], [-5.43, 2.54, -1.91], [-5.27, 2.51, -0.12], [-4.77, 2.15, 4.13], [-3.67, 1.76, 4.49], [-3.41, 1.22, 5.72], [-2.01, 0.98, 5.84], [-1.50, 0.89, 4.42], [-2.41, 1.84, 3.69], [-1.56, 1.80, 6.39], [-1.85, 0.04, 6.39], [-0.44, 1.14, 4.33], [-1.64, -0.12, 4.04], [-2.03, 2.87, 3.72], [-2.58, 1.52, 2.66], [-6.46, 3.61, -2.87], [-5.76, 4.33, -3.56], [-6.18, 4.91, -4.73], [-5.07, 5.59, -5.33], [-4.11, 5.84, -4.20], [-4.33, 4.66, -3.30], [-4.65, 4.94, -6.10], [-5.42, 6.52, -5.79], [-3.07, 5.95, -4.54], [-4.38, 6.77, -3.68], [-3.70, 3.81, -3.58], [-4.17, 4.92, -2.25]],
  "gap_ev": 6.671,
  "charge": -1,
  "spin_multiplicity": 1,
  "e_tot_ev": -89414.785,
  "lumo_energy_ha": 0.0733,
  "max_force_ev_per_a": 6.79
}

=====

{
  "formula": "C24H48CoN9O4S2Si2",
  "method": "ωB97M-V with the def2-TZVPD basis set",
  "elements": ["Co", "C", "C", "N", "N", "C", "N", "S", "C", "C", "C", "C", "C", "N", "H", "H", "H", "H", "H", "H", "H", "H", "H", "C", "C", "C", "C", "O", "Si", "S", "O", "C", "C", "C", "C", "O", "C", "C", "C", "C", "H", "H", "H", "H", "H", "H", "H", "H", "H", "H", "H", "H", "H", "H", "H", "H", "H", "H", "H", "H", "H", "H", "H", "H", "H", "H", "H", "C", "Si", "C", "C", "O", "H", "H", "H", "H", "H", "H", "H", "H", "H", "N", "N", "N", "C", "N", "N", "H", "H", "H"],
  "positions_angstrom": [[-0.71, -1.24, -0.59], [1.24, -3.75, -3.59], [0.85, -2.78, -2.52], [-0.32, -2.25, -2.40], [-1.28, -2.52, -3.29], [-2.23, -1.57, -3.28], [-3.30, -1.89, -4.07], [-2.21, -0.08, -2.48], [1.85, -2.29, -1.55], [3.17, -2.75, -1.55], [4.07, -2.20, -0.65], [3.64, -1.20, 0.22], [2.31, -0.80, 0.16], [1.45, -1.33, -0.70], [0.40, -3.90, -4.25], [1.53, -4.71, -3.15], [2.09, -3.38, -4.17], [-3.14, -2.63, -4.74], [-3.88, -1.12, -4.35], [3.47, -3.52, -2.24], [5.09, -2.55, -0.63], [4.31, -0.74, 0.93], [1.92, -0.04, 0.82], [2.84, 2.51, -1.56], [1.39, 2.31, -2.00], [0.75, 3.65, -2.34], [1.33, 1.38, -3.21], [0.65, 1.66, -0.98], [0.22, 2.00, 0.57], [-0.84, 0.40, 1.30], [1.69, 2.28, 1.30], [2.01, 2.87, 2.55], [0.95, 2.57, 3.60], [3.35, 2.25, 2.96], [2.16, 4.37, 2.35], [-0.53, 3.46, 0.68], [-1.91, 3.84, 0.60], [-1.91, 5.32, 0.24], [-2.65, 3.04, -0.46], [-2.55, 3.62, 1.97], [3.43, 2.90, -2.40], [3.26, 1.56, -1.25], [2.90, 3.20, -0.72], [1.31, 4.15, -3.13], [0.73, 4.30, -1.46], [-0.28, 3.50, -2.68], [1.85, 1.82, -4.07], [0.29, 1.18, -3.47], [1.80, 0.42, -2.96], [0.76, 1.49, 3.65], [0.01, 3.06, 3.36], [1.29, 2.92, 4.58], [3.23, 1.18, 3.13], [3.72, 2.71, 3.89], [4.09, 2.41, 2.17], [1.23, 4.78, 1.94], [2.96, 4.58, 1.65], [2.38, 4.87, 3.30], [-1.47, 5.47, -0.74], [-1.31, 5.88, 0.97], [-2.92, 5.72, 0.24], [-2.17, 3.15, -1.44], [-3.68, 3.38, -0.55], [-2.66, 1.97, -0.22], [-2.04, 4.23, 2.73], [-2.48, 2.57, 2.25], [-3.61, 3.91, 1.95], [-2.67, -5.01, 0.48], [-3.32, -3.23, 0.49], [-5.03, -3.29, -0.31], [-3.58, -2.78, 2.30], [-2.39, -2.20, -0.27], [-3.47, -5.72, 0.73], [-1.87, -5.14, 1.21], [-2.28, -5.27, -0.50], [-5.72, -3.97, 0.21], [-4.94, -3.62, -1.35], [-5.46, -2.29, -0.32], [-4.26, -3.47, 2.82], [-3.99, -1.77, 2.39], [-2.62, -2.79, 2.83], [2.27, -5.37, 2.28], [1.44, -4.27, 2.10], [1.19, -3.42, 3.07], [0.35, -2.59, 2.46], [0.11, -2.96, 1.19], [0.83, -4.04, 0.98], [3.08, -5.04, 2.80], [2.56, -5.64, 1.34], [-0.09, -1.72, 2.90]],
  "gap_ev": [6.758, 6.738],
  "charge": -1,
  "spin_multiplicity": 4,
  "e_tot_ev": -122330.312,
  "relative_energy_ev": 0.1180,
  "lumo_energy_ha": [0.0834, 0.0834],
  "max_force_ev_per_a": 1.09,
  "s2": 3.76
}